{
  "formula": "C27H44BrMgNOP2S",
  "method": "ωB97M-V/def2-TZVPD",
  "lumo_ev": [-8.22, -8.10],
  "multiplicity": 1,
  "total_charge": 2,
  "de_lowest_kcal_mol": 0.0,
  "homo_lumo_gap_ev": [5.68, 5.77],
  "species": ["C", "C", "C", "C", "N", "C", "C", "C", "C", "C", "C", "C", "C", "C", "Mg", "P", "H", "H", "H", "H", "H", "H", "H", "H", "C", "C", "H", "H", "H", "H", "H", "C", "C", "H", "H", "H", "H", "H", "C", "C", "H", "H", "H", "H", "H", "Br", "P", "C", "C", "H", "H", "H", "H", "H", "C", "C", "H", "H", "H", "H", "H", "C", "C", "H", "H", "H", "H", "H", "C", "S", "C", "O", "H", "H", "H", "H", "H", "H"],
  "coordinates": [[2.722398, 4.760541, -0.732640], [1.616659, 4.281261, -1.481314], [1.790532, 4.035650, -2.849992], [3.076586, 4.114751, -3.395549], [4.107130, 4.508029, -2.650163], [3.970968, 4.802488, -1.360727], [0.313270, 4.028261, -0.904754], [-0.740572, 3.807007, -0.297169], [-1.636688, 3.284802, 0.664455], [-1.061686, 2.558407, 1.736102], [-1.881559, 1.957615, 2.728473], [-3.152768, 1.711897, 2.235137], [-3.724383, 2.282530, 1.125657], [-3.003631, 3.310667, 0.496774], [-2.609610, -0.102759, 2.800169], [1.147355, -0.229536, 0.315016], [0.916103, 3.733608, -3.436647], [2.574846, 5.061559, 0.305715], [3.235040, 3.884858, -4.454463], [4.852234, 5.111095, -0.793229], [-3.444417, 4.057689, -0.156017], [0.051177, 2.508092, 1.745263], [-4.722109, 1.978903, 0.735712], [-1.573260, 1.851226, 3.786346], [2.050501, -1.864113, 0.531052], [3.275069, -2.185486, -0.299135], [1.274793, -2.607364, 0.299335], [2.306441, -1.957790, 1.597240], [3.589542, -3.223603, -0.139371], [3.078408, -2.080088, -1.369162], [4.124261, -1.562850, -0.007065], [1.521857, 0.362210, -1.428756], [2.936902, 0.767033, -1.821755], [0.870868, 1.246453, -1.534265], [1.143679, -0.400536, -2.122007], [2.969280, 1.014533, -2.894400], [3.253582, 1.668286, -1.282891], [3.661643, -0.039014, -1.653806], [2.210386, 0.963078, 1.288150], [3.707386, 0.704058, 1.432202], [1.768729, 0.938800, 2.298499], [2.060543, 1.970185, 0.861223], [4.166065, 1.466924, 2.082736], [3.900852, -0.273902, 1.889789], [4.223111, 0.767658, 0.467058], [-4.599534, -1.311858, 1.934702], [-1.720853, -1.551620, -0.884574], [-0.690534, -2.351539, -2.139754], [-1.192766, -3.642044, -2.744514], [0.251722, -2.526725, -1.600709], [-0.502181, -1.600388, -2.911850], [-0.412183, -4.068556, -3.376734], [-1.429996, -4.384083, -1.981073], [-2.071080, -3.467038, -3.373836], [-2.851666, -2.923623, -0.329819], [-4.193197, -3.079266, -1.045734], [-3.082114, -2.644730, 0.719093], [-2.314111, -3.884382, -0.301484], [-4.838139, -3.770258, -0.478683], [-4.748430, -2.132983, -1.073364], [-4.081910, -3.482291, -2.064235], [-2.807953, -0.300851, -1.747105], [-3.166897, -0.623798, -3.192869], [-2.220445, 0.633808, -1.718172], [-3.722755, -0.159237, -1.137742], [-3.751165, 0.197174, -3.633644], [-2.276765, -0.751046, -3.819536], [-3.794961, -1.523205, -3.255159], [0.006768, -1.515996, 5.634538], [0.364135, -1.685546, 3.901700], [0.022098, -3.445652, 3.778663], [-0.909449, -1.097563, 3.234446], [0.698821, -2.221192, 6.105009], [-1.034616, -1.732507, 5.915435], [0.273417, -0.511616, 5.960497], [-0.896204, -3.688048, 4.314209], [-0.085923, -3.747072, 2.733483], [0.861388, -3.979415, 4.221952]],
  "forces_ev_per_a": [[-0.637, -0.602, -0.061], [0.207, 0.456, -0.467], [-0.061, -0.505, 0.057], [-0.667, 0.515, 0.666], [0.794, -0.442, -0.454], [-1.081, 0.209, 0.037], [-1.847, -0.068, 1.673], [3.320, 0.899, -1.418], [1.044, -1.091, 0.828], [0.751, 0.339, 0.005], [0.409, 1.300, -0.588], [-0.550, 2.445, -0.419], [-1.240, 0.577, -0.458], [-1.043, -0.708, -0.012], [0.558, -4.082, 0.233], [1.547, 0.071, -0.995], [0.480, 0.076, 0.084], [0.195, -0.172, -0.254], [0.169, 0.171, 0.426], [-0.174, -0.050, -0.358], [-0.151, -0.522, -0.290], [-1.053, 0.271, 0.517], [0.691, 0.423, 0.712], [0.045, -0.327, -0.701], [-0.857, -0.005, 0.145], [0.495, -0.056, -0.228], [0.126, -0.039, 0.305], [-0.280, 0.041, -0.168], [-0.191, 0.133, 0.061], [0.108, 0.047, 0.123], [-0.121, -0.040, -0.274], [-0.695, -0.144, 0.144], [0.415, 0.025, -0.069], [0.001, -0.257, -0.057], [0.021, 0.179, 0.161], [-0.104, -0.079, 0.342], [0.013, -0.215, -0.108], [-0.164, 0.392, -0.046], [-0.613, 0.143, 0.563], [0.382, -0.091, -0.120], [0.083, 0.313, -0.180], [-0.189, -0.316, 0.143], [-0.295, -0.245, -0.163], [0.053, 0.226, -0.139], [-0.094, -0.158, 0.323], [0.413, 0.797, 0.741], [-1.638, -0.657, -0.660], [0.928, 0.497, 0.204], [-0.256, -0.317, -0.317], [0.041, -0.042, -0.409], [0.199, -0.098, 0.062], [-0.040, 0.056, -0.001], [-0.008, 0.040, -0.228], [0.109, -0.131, 0.156], [0.193, 0.219, 1.342], [-0.309, 0.000, -0.346], [0.247, -0.497, -0.649], [0.030, 0.512, -0.012], [0.395, 0.142, -0.129], [0.179, -0.232, -0.122], [-0.083, 0.208, 0.360], [0.422, 0.486, 0.559], [-0.253, -0.307, -0.346], [-0.318, -0.156, 0.072], [0.583, -0.067, -0.109], [0.201, -0.147, 0.244], [-0.229, -0.040, 0.103], [0.298, 0.244, -0.071], [0.571, -0.033, 0.568], [-2.300, -0.187, -0.344], [0.231, -0.258, -0.015], [0.138, 0.515, -0.004], [-0.159, 0.105, 0.292], [0.344, -0.148, -0.484], [0.033, 0.016, -0.084], [0.027, 0.198, 0.016], [0.156, 0.313, 0.085], [0.057, -0.066, 0.006]]
}